1.
Molecular formula: C4H10O2
Method: DFT, ωB97M-V/def2-TZVPD

Calculated values
Frontier orbital gap = 0.363 Eh
Maximum force = 0.02424 hartree/bohr
2S+1 = 1
SMILES string = C=C(C)CO.O
Electronic energy = -308.8304 Ha
E_HOMO = -9.145 eV

Each line ends with the Mulliken charge.
Geometry (Å):
C: -1.718 -0.574 0.046  -1.34
C: -0.250 -0.332 0.272  0.39
C: 0.697 -1.046 -0.342  -0.64
O: 1.181 0.817 -1.789  -0.69
C: 0.153 0.619 1.388  -0.52
O: 1.483 1.080 1.309  -0.51
H: -1.910 -1.054 -0.921  0.33
H: -2.059 -1.260 0.827  0.34
H: -2.333 0.332 0.112  0.34
H: 0.379 0.651 -1.243  0.45
H: 0.481 -1.728 -1.163  0.34
H: 1.742 -0.923 -0.083  0.29
H: 1.005 0.428 -2.653  0.30
H: -0.559 1.458 1.479  0.29
H: 0.091 0.054 2.324  0.30
H: 1.617 1.479 0.436  0.33



2.
Molecular formula: C36H72O18
Method: DFT, ωB97M-V/def2-TZVPD

Calculated values
Frontier orbital gap = 0.385 Eh
Maximum force = 0.07682 hartree/bohr
2S+1 = 1
SMILES string = CCOC(C)=O.CCOC(C)=O.CCOC(C)=O.CCOC(C)=O.CCOC(C)=O.CCOC(C)=O.CCOC(C)=O.CCOC(C)=O.CCOC(C)=O
Electronic energy = -2769.2557 Ha
E_HOMO = -9.825 eV

Each line ends with the Mulliken charge.
Geometry (Å):
O: -3.118 0.058 -1.468  -0.33
C: -3.875 -0.833 -1.642  0.81
O: -5.039 -0.685 -2.255  -0.42
C: -5.259 0.716 -2.673  -0.15
C: -5.555 1.755 -1.624  -0.62
C: -3.746 -2.207 -0.990  -1.09
H: -6.071 0.612 -3.353  0.40
H: -4.432 1.124 -3.299  -0.04
H: -5.674 2.688 -2.064  0.56
H: -4.690 1.927 -0.941  -0.19
H: -6.470 1.473 -1.069  0.27
H: -3.872 -3.038 -1.725  0.38
H: -4.601 -2.244 -0.320  0.36
H: -2.776 -2.349 -0.473  0.11
O: 1.162 -0.708 -4.489  -0.56
C: 0.307 -0.690 -5.313  0.77
O: -0.667 0.181 -5.361  -0.42
C: -0.600 1.323 -4.423  1.39
C: -1.221 2.451 -5.179  -1.50
C: 0.247 -1.767 -6.366  -1.08
H: 0.472 1.496 -4.144  -0.29
H: -1.091 0.996 -3.540  -0.32
H: -1.192 3.436 -4.629  0.33
H: -2.267 2.267 -5.523  0.32
H: -0.637 2.710 -6.051  0.44
H: 0.532 -2.759 -5.957  0.24
H: 1.030 -1.728 -7.140  0.31
H: -0.680 -1.815 -6.929  0.37
O: 1.864 -2.188 -0.420  -0.63
C: 0.897 -1.447 -0.499  0.54
O: 0.812 -0.457 0.352  0.26
C: 1.731 -0.415 1.455  0.29
C: 1.363 0.713 2.348  0.17
C: -0.223 -1.498 -1.419  0.78
H: 2.739 -0.393 1.109  0.30
H: 1.542 -1.369 1.852  -0.10
H: 1.470 1.616 1.803  -0.48
H: 1.964 0.600 3.285  0.48
H: 0.294 0.720 2.658  -0.74
H: -1.084 -0.875 -1.187  -0.97
H: -0.425 -2.538 -1.703  0.50
H: 0.223 -1.017 -2.311  -0.54
O: 0.232 1.659 5.694  -0.60
C: -0.887 1.249 5.686  0.75
O: -1.133 -0.100 5.835  -0.38
C: -0.085 -1.092 6.137  0.26
C: 0.220 -1.122 7.595  -1.32
C: -2.093 2.064 5.571  -0.62
H: 0.883 -0.962 5.702  0.11
H: -0.547 -1.971 5.700  0.25
H: 0.661 -0.192 7.944  0.34
H: 0.976 -1.839 7.883  0.41
H: -0.707 -1.240 8.293  0.25
H: -2.734 1.891 6.434  0.42
H: -2.731 1.817 4.727  -0.29
H: -1.797 3.113 5.454  0.43
O: 2.253 -2.417 4.013  -0.49
C: 2.934 -3.119 3.327  0.89
O: 2.437 -4.223 2.735  -0.38
C: 1.063 -4.537 2.872  0.16
C: 0.823 -5.310 4.143  -1.28
C: 4.247 -2.797 2.825  -0.85
H: 0.805 -4.958 1.887  0.46
H: 0.369 -3.651 2.989  -0.08
H: 1.514 -6.208 4.167  0.31
H: -0.196 -5.699 4.137  0.41
H: 1.000 -4.707 5.016  0.26
H: 4.159 -2.475 1.744  0.00
H: 4.990 -3.663 2.793  0.32
H: 4.758 -1.968 3.368  0.32
O: 1.234 4.417 1.503  -0.61
C: 0.057 4.330 1.884  0.74
O: -0.914 3.664 1.239  -0.19
C: -0.657 3.168 -0.061  0.20
C: -2.031 3.127 -0.736  -0.69
C: -0.557 4.781 3.187  -0.87
H: -0.228 2.168 0.096  -0.29
H: -0.048 3.884 -0.546  0.68
H: -2.022 2.645 -1.674  0.21
H: -2.430 4.160 -0.800  0.40
H: -2.773 2.640 -0.095  -0.42
H: -1.501 5.285 2.981  0.30
H: -0.050 5.559 3.730  0.45
H: -0.760 3.865 3.820  -0.13
O: 2.340 -4.458 -4.943  -0.55
C: 3.507 -4.584 -4.710  0.72
O: 4.116 -4.063 -3.684  -0.34
C: 3.314 -3.299 -2.752  0.45
C: 4.386 -2.487 -1.998  -0.91
C: 4.418 -5.430 -5.572  -1.12
H: 2.755 -3.974 -2.078  0.24
H: 2.672 -2.630 -3.304  -0.06
H: 4.926 -3.230 -1.438  0.37
H: 3.847 -1.859 -1.351  -0.01
H: 5.059 -1.956 -2.667  0.34
H: 4.218 -5.451 -6.674  0.30
H: 4.355 -6.456 -5.191  0.27
H: 5.407 -5.113 -5.402  0.37
O: 1.611 2.622 -2.013  -0.57
C: 2.823 2.600 -1.821  0.85
O: 3.721 2.860 -2.825  -0.34
C: 3.251 3.107 -4.169  0.12
C: 4.004 2.197 -5.144  -1.21
C: 3.570 2.236 -0.569  -0.68
H: 3.567 4.080 -4.500  0.30
H: 2.195 2.886 -4.139  -0.02
H: 3.957 1.179 -4.859  0.30
H: 5.078 2.610 -5.116  0.32
H: 3.633 2.298 -6.173  0.36
H: 3.569 1.112 -0.546  -0.05
H: 3.134 2.492 0.371  0.17
H: 4.581 2.607 -0.634  0.45
O: -4.732 -0.169 1.755  -0.68
C: -3.760 0.470 2.044  0.36
O: -3.725 1.746 2.300  0.23
C: -5.003 2.378 2.395  -0.21
C: -4.824 3.496 3.426  -1.17
C: -2.399 -0.065 2.252  0.49
H: -5.813 1.650 2.644  0.43
H: -5.280 2.810 1.423  0.12
H: -5.723 4.102 3.509  0.45
H: -4.072 4.098 3.023  0.22
H: -4.588 3.111 4.442  0.23
H: -1.600 0.636 1.946  -0.65
H: -2.308 -1.013 1.765  0.31
H: -2.308 -0.225 3.389  0.07



3.
Molecular formula: CHF2O3S
Method: DFT, ωB97M-V/def2-TZVPD

Calculated values
Net charge = -1
Frontier orbital gap = 0.331 Eh
Maximum force = 0.09590 hartree/bohr
2S+1 = 1
Electronic energy = -862.3675 Ha
E_HOMO = -4.803 eV

Each line ends with the Mulliken charge.
Geometry (Å):
C: 0.406 -0.784 -0.707  0.10
O: 0.664 1.661 1.184  -0.57
O: -1.018 0.014 1.986  -0.59
O: -1.469 1.268 -0.027  -0.55
F: 0.330 -0.267 -2.023  -0.28
F: 1.722 -1.084 -0.478  -0.24
S: -0.463 0.796 0.875  0.97
H: -0.173 -1.604 -0.811  0.15



4.
Molecular formula: C13H30N2O2P2Zn
Method: DFT, ωB97M-V/def2-TZVPD

Calculated values
Net charge = +1
Frontier orbital gap (spin up / spin down) = 0.314 / 0.209 Eh
Maximum force = 0.03166 hartree/bohr
2S+1 = 2
Electronic energy = -3235.0513 Ha
E_HOMO (spin up / spin down) = -10.956 / -10.950 eV
Expectation value of S² = 0.783

Each line ends with the Mulliken charge.
Geometry (Å):
Zn: 0.681 0.037 0.027  0.86
P: 1.267 2.335 0.240  -0.14
P: 2.270 -1.571 0.521  -0.09
N: -1.103 0.895 -0.698  0.43
N: -0.455 -1.598 -0.569  0.44
H: -2.941 0.353 -1.674  0.55
H: -2.499 -2.156 -0.861  0.53
H: -2.845 -0.053 0.075  0.10
C: -2.273 -0.007 -0.871  -0.81
H: -1.675 -1.469 -2.305  0.35
C: -1.758 -1.404 -1.198  -0.99
H: -1.977 2.492 -1.692  0.38
H: -0.453 -3.662 -0.944  0.42
C: -1.103 2.084 -1.160  -0.17
C: 0.098 -2.797 -0.557  -0.41
H: -0.447 3.949 -0.375  0.54
C: -0.011 3.079 -0.889  -0.98
H: 0.468 3.426 -1.818  0.48
H: 3.458 -1.559 -0.273  0.15
H: 2.694 -1.902 1.859  0.14
H: 2.440 2.903 -0.315  0.12
H: 1.052 3.136 1.412  0.12
O: 1.814 0.454 -1.597  -0.57
C: 1.190 0.224 -2.846  1.45
C: 1.450 1.343 -3.841  -1.53
C: 1.722 -1.086 -3.405  -1.38
H: 0.076 0.243 -2.651  -0.47
H: 0.868 2.238 -3.602  0.27
H: 2.515 1.600 -3.830  0.32
H: 1.180 1.023 -4.857  0.40
H: 1.489 -1.948 -2.776  0.21
H: 1.377 -1.289 -4.426  0.40
H: 2.814 -0.993 -3.425  0.33
C: 1.385 -3.001 -0.048  -0.49
H: 1.782 -4.009 -0.011  0.43
C: 0.474 -1.003 4.013  -1.29
C: -0.558 -1.266 2.938  -0.50
O: -0.729 -0.161 2.020  -0.45
C: -1.194 1.042 2.683  -0.32
C: -2.554 0.863 3.321  -1.29
H: 1.426 -0.650 3.605  0.26
H: 0.656 -1.931 4.561  0.42
H: 0.104 -0.271 4.737  0.36
H: -0.273 -2.115 2.309  0.42
H: -1.539 -1.469 3.390  0.43
H: -0.448 1.337 3.438  0.38
H: -1.218 1.816 1.906  0.19
H: -2.503 0.194 4.189  0.35
H: -2.913 1.838 3.668  0.43
H: -3.283 0.467 2.602  0.25



5.
Molecular formula: C5H6N2O
Method: DFT, ωB97M-V/def2-TZVPD

Calculated values
Frontier orbital gap = 0.389 Eh
Maximum force = 0.08584 hartree/bohr
2S+1 = 1
Electronic energy = -378.7335 Ha
E_HOMO = -9.618 eV

Each line ends with the Mulliken charge.
Geometry (Å):
C: -1.301 -0.153 0.080  0.40
C: -0.225 0.703 0.844  -0.24
C: -0.197 0.017 -1.042  -0.15
C: 0.959 -0.962 -0.469  -0.14
C: 0.931 -0.353 0.959  -0.37
H: -0.336 1.440 1.603  0.54
H: -0.403 2.050 -0.605  0.24
H: -0.294 0.312 -2.147  0.39
H: 0.871 -2.015 -0.973  0.30
H: 2.110 0.756 -0.379  0.36
H: 1.055 -0.942 1.891  0.38
N: 0.177 1.319 -0.399  -0.57
N: 1.993 -0.228 0.016  -0.60
O: -2.400 -0.593 0.132  -0.54